[1]
ORCA calculation (wB97M-V/def2-TZVPD) on a molecular structure, C28H21MnN6.

Structure (XYZ):
```
56
C28H21MnN6 | OMol25 | wB97M-V/def2-TZVPD
Mn 0.0057 0.0117 0.0143
C -3.2537 2.7316 0.1146
C -2.0663 2.1026 0.4121
N -1.6471 1.0155 -0.2808
C -2.4091 0.5167 -1.3041
C -3.6400 1.1168 -1.6601
C -4.0481 2.2496 -0.9169
C -4.3719 0.5552 -2.7188
C -3.8732 -0.5524 -3.3718
C -2.6597 -1.1427 -3.0195
C -1.8976 -0.6181 -1.9727
N -0.6751 -1.0420 -1.4605
C 0.1334 -2.1075 -1.8461
C -0.0541 -3.0532 -2.8572
C 0.8970 -4.0501 -3.0739
C 2.0458 -4.1506 -2.3173
C 2.2762 -3.2215 -1.2898
C 3.4149 -3.2230 -0.4495
C 3.5534 -2.2602 0.5411
C 2.5780 -1.3031 0.7028
N 1.4756 -1.2746 -0.0859
C 1.3104 -2.2111 -1.0717
H -3.5503 3.5955 0.6924
H -1.4254 2.4542 1.2101
H -4.9845 2.7322 -1.1637
H -5.3156 0.9984 -3.0073
H -4.4364 -0.9861 -4.1878
H -2.3383 -2.0030 -3.5754
H -0.9225 -3.0412 -3.4882
H 0.7184 -4.7655 -3.8659
H 2.7718 -4.9313 -2.5008
H 4.1722 -3.9829 -0.5906
H 4.4164 -2.2466 1.1916
H 2.6566 -0.5391 1.4655
N 1.2405 1.8499 2.6240
C 1.6300 2.3310 1.3832
C 2.4523 3.4638 1.3616
C 2.8619 3.9720 0.1545
C 2.4497 3.3528 -1.0259
C 1.6468 2.2500 -0.9208
N 1.2382 1.7372 0.2613
C 0.4143 0.8121 3.0284
C 0.2053 0.6548 4.4037
C -0.6046 -0.3605 4.8468
C -1.2051 -1.2132 3.9201
C -0.9509 -0.9941 2.5937
N -0.1533 0.0000 2.1435
H 1.6161 2.3818 3.3927
H 2.7550 3.9264 2.2922
H 3.4969 4.8471 0.1224
H 2.7480 3.7223 -1.9954
H 1.2965 1.7279 -1.8038
H 0.6811 1.3324 5.1009
H -0.7758 -0.4937 5.9066
H -1.8503 -2.0224 4.2273
H -1.3894 -1.6251 1.8292
```

total energy = -69633.59405 eV
M = 496.46 g mol⁻¹
HOMO (alpha / beta) = -6.6 / -9.7 eV
charge = +1
LUMO level (alpha / beta) = -3.78 / -3.42 eV
2S+1 = 6
orbital gap (alpha / beta) = 0.1023 / 0.2293 Ha

[2]
ORCA calculation (wB97M-V/def2-TZVPD) on a molecular structure, C28H21NO3STa in a non-equilibrium geometry.

Structure (XYZ):
```
55
C28H21NO3STa | OMol25 | wB97M-V/def2-TZVPD
Ta 0.3978 0.3822 0.1697
S 1.0705 4.7868 -0.0771
C -0.4197 4.5334 -0.9396
C -1.1915 5.4829 -1.6041
C -2.3406 5.0359 -2.2251
C -2.7137 3.6859 -2.1834
C -1.9479 2.7477 -1.5175
C -0.7885 3.1915 -0.8958
N 0.1399 2.4139 -0.1710
C 1.1699 3.1593 0.3013
C 2.2098 2.4667 1.0646
C 3.3118 3.0920 1.6165
C 4.2325 2.3273 2.3328
C 4.0542 0.9606 2.4902
C 2.9530 0.3158 1.9346
C 2.0210 1.0676 1.2187
H -0.9066 6.5256 -1.6376
H -2.9641 5.7431 -2.7546
H -3.6211 3.3761 -2.6834
H -2.2647 1.7100 -1.4950
H 3.4708 4.1582 1.5075
H 5.0957 2.8101 2.7713
H 4.7825 0.3888 3.0502
H 2.8379 -0.7536 2.0581
O 0.9655 -1.5780 0.0555
C 1.4464 -1.4174 -1.1601
O 1.2054 -0.1430 -1.5428
C 2.1038 -2.3597 -1.9438
C 2.5555 -2.0046 -3.2384
C 3.2280 -2.9402 -3.9852
C 3.4482 -4.2140 -3.4544
C 3.0048 -4.5754 -2.1790
C 2.3310 -3.6553 -1.4152
H 2.3726 -1.0124 -3.6279
H 3.5859 -2.6978 -4.9758
H 3.9788 -4.9462 -4.0508
H 3.1938 -5.5701 -1.8011
H 1.9779 -3.9041 -0.4237
C -1.3930 -0.7606 3.6552
C -1.7727 -0.7998 2.2197
O -0.9405 -0.1037 1.4414
C -2.8695 -1.4586 1.6659
C -3.1725 -1.4288 0.2780
C -4.2715 -2.0884 -0.1985
C -5.0929 -2.7924 0.6964
C -4.8230 -2.8439 2.0614
C -3.7172 -2.1878 2.5481
H -0.4519 -0.2367 3.7857
H -1.3141 -1.7691 4.0644
H -2.1722 -0.2358 4.2159
H -2.5471 -0.8806 -0.4144
H -4.5158 -2.0713 -1.2512
H -5.9617 -3.3120 0.3101
H -5.4729 -3.3936 2.7274
H -3.4976 -2.2265 3.6064
```

total energy = -49372.04524 eV
M = 632.50 g mol⁻¹
HOMO = -17.2 eV
relative energy (zero: lowest compared OMol25 entry of this formula, charge and spin) = 0.00 kJ/mol
charge = +3
LUMO level = -10.82 eV
orbital gap = 0.2345 Ha

[3]
ORCA calculation (wB97M-V/def2-TZVPD) on a molecular structure, C28H22Cl2N5O6PPb in a non-equilibrium geometry.

Structure (XYZ):
```
65
C28H22Cl2N5O6PPb | OMol25 | wB97M-V/def2-TZVPD
Pb 0.0830 0.9141 -0.0941
O -1.3822 0.5694 3.8639
C -1.7861 -0.6780 4.1296
C -2.7605 -0.8432 5.1162
C -3.2030 -2.0994 5.4584
C -2.6954 -3.2316 4.8175
C -1.7498 -3.0811 3.8318
C -1.2759 -1.8119 3.4652
C -0.2981 -1.6457 2.3801
O 0.0822 -0.4970 2.0351
N 0.0655 -2.8064 1.7863
N 0.9703 -2.8950 0.8557
C 1.2525 -3.9516 0.1261
C 2.3187 -3.6435 -0.7548
C 3.0146 -4.3274 -1.7525
C 4.0050 -3.6419 -2.4230
C 4.3089 -2.3092 -2.1156
C 3.6334 -1.6178 -1.1271
C 2.6411 -2.3167 -0.4670
O 1.8417 -1.8423 0.5206
H -0.7043 0.5155 3.1658
H -3.1566 0.0467 5.5869
H -3.9527 -2.2069 6.2315
H -3.0546 -4.2156 5.0865
H -1.3568 -3.9402 3.3085
H 0.6995 -4.8651 0.2530
H 2.7779 -5.3569 -1.9848
H 4.5662 -4.1420 -3.2009
H 5.0897 -1.8051 -2.6686
H 3.8584 -0.5904 -0.8755
Cl 1.4162 8.3336 1.8429
C 0.9665 6.7958 1.1779
C -0.0159 6.7408 0.1771
C -0.3676 5.5338 -0.3560
Cl -1.5732 5.4654 -1.5935
C 0.2159 4.2869 0.0559
O -0.1592 3.2084 -0.5111
C 1.2074 4.3923 1.0839
C 1.9079 3.2657 1.6271
O 1.7711 2.0662 1.3759
C 1.5615 5.6515 1.6155
H -0.4896 7.6497 -0.1665
H 2.6753 3.5382 2.3737
H 2.3206 5.6976 2.3870
N -2.0906 0.8907 0.5471
C -3.2288 0.7955 0.7782
C -4.5706 0.6641 1.0082
C -5.4388 0.6982 -0.1090
N -6.1137 0.7070 -1.0452
C -5.0763 0.4584 2.3146
N -5.4951 0.2837 3.3742
C -1.4250 -1.2017 -4.7401
P -1.3788 0.0923 -3.4733
C -1.0053 1.6365 -4.3370
C -3.0570 0.2661 -2.8382
O -0.3629 -0.2334 -2.4147
H -2.1516 -0.9646 -5.5172
H -1.6849 -2.1482 -4.2676
H -0.4299 -1.2866 -5.1767
H -1.7608 1.8470 -5.0939
H -0.0262 1.5498 -4.8076
H -0.9782 2.4470 -3.6060
H -3.7763 0.4037 -3.6449
H -3.0987 1.1305 -2.1756
H -3.3230 -0.6226 -2.2661
```

total energy = -88708.93181 eV
M = 833.59 g mol⁻¹
HOMO = -7.9 eV
relative energy (zero: lowest compared OMol25 entry of this formula, charge and spin) = 60.17 kJ/mol
charge = 0
LUMO level = -1.20 eV
orbital gap = 0.2467 Ha

[4]
ORCA calculation (wB97M-V/def2-TZVPD) on a molecular structure, C28H22Cl3F5NOS10W in a non-equilibrium geometry.

Structure (XYZ):
```
71
C28H22Cl3F5NOS10W | OMol25 | wB97M-V/def2-TZVPD
W 1.1815 -0.5663 0.3323
C 4.1693 -1.1034 2.2968
C 2.9791 -1.5972 3.0955
S 1.4381 -0.6766 2.8340
C 1.9268 0.9971 3.4206
C 1.6174 2.1064 2.4316
S 2.1267 1.8049 0.7100
C 3.9491 1.8516 0.9152
C 4.5998 0.7030 0.1845
S 3.8111 -0.8918 0.5122
H 4.9561 -1.8539 2.3444
H 4.5631 -0.1648 2.6846
H 3.1951 -1.5744 4.1625
H 2.7145 -2.6156 2.8143
H 2.9799 0.9523 3.6919
H 1.3455 1.1683 4.3240
H 2.0752 3.0460 2.7427
H 0.5480 2.2586 2.3456
H 4.1933 1.8564 1.9771
H 4.2671 2.8009 0.4861
H 5.6596 0.6146 0.4242
H 4.4936 0.8186 -0.8962
F -2.8902 4.5063 -4.0683
C -2.3533 3.7855 -3.1001
C -2.9702 2.6269 -2.6734
F -4.1145 2.2430 -3.2275
C -2.3888 1.8687 -1.6786
F -3.0056 0.7602 -1.2972
C -1.1985 2.2474 -1.0609
S -0.7056 1.4031 0.3991
C -0.6052 3.4271 -1.5111
F 0.5148 3.8754 -0.9521
C -1.1625 4.1831 -2.5211
F -0.5709 5.3004 -2.9292
Cl 2.5567 0.3077 -4.7470
C 0.9480 -0.2164 -4.2379
Cl -0.2466 0.9580 -4.7719
Cl 0.5582 -1.7961 -4.9080
C 0.9299 -0.3156 -2.7706
N 1.0026 -0.3995 -1.6337
C 5.3059 -3.0102 -2.3768
S 3.7421 -2.1352 -2.6816
C 2.6217 -3.4699 -2.4705
C 1.8602 -3.7622 -1.3922
S 1.7598 -3.0731 0.2276
S 0.8773 -5.2074 -1.5508
C 1.3926 -5.6894 -3.1355
S 0.8755 -7.0340 -3.8887
S 2.5184 -4.5737 -3.8287
H 6.1030 -2.2668 -2.4061
H 5.4627 -3.7513 -3.1562
H 5.2607 -3.4841 -1.3977
C -5.9868 2.4642 1.1402
C -6.8092 2.0971 2.3537
O -7.3103 2.8784 3.1071
S -7.1854 0.3072 2.5814
C -5.6193 -0.4390 2.2131
C -4.4692 0.0136 2.8649
C -3.2318 -0.4789 2.4999
C -3.1185 -1.4163 1.4580
C -4.2760 -1.9292 0.8830
C -5.5203 -1.4516 1.2699
C -1.7943 -1.6390 0.9494
C -0.6383 -1.4766 0.5916
H -5.7992 3.5373 1.1517
H -6.5607 2.2026 0.2491
H -5.0450 1.9236 1.0998
H -4.5552 0.7725 3.6347
H -2.3292 -0.1137 2.9725
H -4.1980 -2.6682 0.0943
H -6.4214 -1.8267 0.7988
```

total energy = -194253.67439 eV
M = 1094.35 g mol⁻¹
HOMO (alpha / beta) = -10.0 / -10.1 eV
relative energy (zero: lowest compared OMol25 entry of this formula, charge and spin) = 150.96 kJ/mol
charge = +1
LUMO level (alpha / beta) = -3.65 / -4.94 eV
2S+1 = 3
orbital gap (alpha / beta) = 0.2343 / 0.1882 Ha